## i
Computed, not measured: 40 unconnected molecules or ions with the total composition H80O40, with ωB97M-V/def2-TZVPD.

Positions of all 120 atoms, in Å:
H1 2.76530 0.59716 3.44076
H2 4.13302 1.17651 3.97183
O1 3.20701 0.75470 4.30793
H3 -1.19538 -2.18048 -2.51414
H4 -1.35510 -3.39844 -3.34592
O2 -1.43389 -2.47422 -3.33484
H5 0.35801 -2.05208 -5.56328
H6 -1.04071 -2.12206 -5.01462
O3 -0.63938 -2.15955 -5.76152
H7 -2.34803 -3.59772 2.99512
H8 -2.66875 -4.33124 4.51389
O4 -2.79628 -3.51575 3.85240
H9 1.70279 -0.04513 0.39085
H10 2.01876 -1.53281 0.00187
O5 2.29569 -0.66246 -0.14191
H11 6.02594 1.39903 -1.07979
O6 6.03378 2.11319 -0.48711
H12 -3.83845 0.54506 -1.56583
O7 -4.15058 0.52917 -2.42421
H13 5.76232 2.39943 1.82831
H14 4.48709 2.89601 1.82629
O8 5.08726 2.68710 2.49083
H15 -1.20566 3.62555 4.15754
H16 -1.27449 2.95878 5.59802
O9 -1.71297 3.15424 4.77414
H17 -1.25179 -0.09753 -3.57003
H18 -0.60442 0.74703 -2.48918
O10 -1.49375 0.43911 -2.86525
H19 1.31422 3.10608 0.54976
H20 2.42810 2.09139 -0.08964
O11 1.94718 2.46176 0.63101
H21 3.89675 2.20128 -3.81551
O12 3.64453 3.10515 -4.10166
H22 2.29072 5.15856 -0.49561
H23 1.88653 4.09843 -1.68580
O13 1.73487 5.05724 -1.35003
H24 4.54992 -1.24338 -1.28350
H25 5.85672 -1.05754 -0.41707
O14 5.47259 -1.24083 -1.30876
H26 0.32796 -1.51284 1.96681
H27 0.91124 -1.04435 3.21618
O15 1.14042 -1.70352 2.54668
H28 -2.26178 5.12840 1.96309
H29 -2.01993 4.67348 0.57677
O16 -1.65621 5.31090 1.22665
H30 -4.92909 -2.05008 3.02730
H31 -4.29867 -0.80282 2.71810
O17 -5.12137 -1.23373 2.57827
H32 -2.84421 2.32446 0.87488
H33 -4.13325 1.45255 1.16569
O18 -3.20256 1.45396 1.05776
H34 -0.86337 5.75318 -0.54979
O19 -1.12854 5.04315 -1.25222
H35 -2.03126 0.43034 2.77724
H36 -1.66668 -0.05292 4.17050
O20 -1.57693 -0.24934 3.22367
H37 -3.41711 -2.19999 1.47230
O21 -2.83181 -1.77144 0.73362
H38 3.33239 -0.01949 -1.86496
H39 3.58883 0.66204 -0.51481
O22 3.70978 0.79276 -1.58006
H40 0.84321 0.60001 -1.43558
H41 1.44997 1.90988 -2.17702
O23 0.72930 1.58099 -1.59341
H42 -5.72533 -0.17655 -0.46396
H43 -5.80773 0.03472 1.09421
O24 -5.60250 0.52452 0.30541
H44 -3.70043 -5.25379 -1.66269
H45 -2.74453 -4.31328 -2.44821
O25 -3.13613 -5.25104 -2.51082
H46 1.38495 -1.46693 -2.60192
H47 0.85841 -1.20974 -1.28025
O26 0.61513 -1.25728 -2.17961
H48 -0.53636 -4.03514 1.09312
H49 -1.05594 -4.77335 -0.33920
O27 -1.22463 -3.98487 0.33459
H50 0.93496 2.54058 4.20062
H51 1.91819 3.69151 3.91172
O28 1.46640 3.31578 4.53299
H52 -2.09909 2.48765 -2.48065
H53 -2.83451 3.59960 -2.01037
O29 -2.52385 2.88091 -1.77907
H54 4.86928 4.54098 -1.03343
H55 4.31568 3.81163 -2.35442
O30 4.39889 3.81466 -1.36020
H56 -4.36453 4.00285 -0.52823
H57 -4.41771 3.98332 1.00200
O31 -4.13220 4.54531 0.30401
H58 0.46161 -6.39066 1.67498
O32 0.26950 -5.51908 2.27947
H59 -4.41155 -3.92826 -1.10737
H60 -4.16304 -5.24780 -0.16316
O33 -3.91272 -4.33330 -0.30777
H61 -0.23347 4.65594 -1.28757
H62 6.02586 3.02706 -0.93365
H63 -2.76268 -2.68615 0.29757
H64 -3.24082 0.45936 -2.83097
H65 2.93436 3.25973 -3.43568
H66 0.46440 -5.90004 3.03990
O34 -0.25145 -0.64848 -0.14724
H67 -0.64400 0.19218 -0.51733
H68 -0.96549 -1.06988 0.45876
O35 3.80059 -3.18732 3.54353
H69 2.91447 -3.41245 3.38510
H70 3.86620 -2.13980 3.78095
O36 0.76996 1.33054 5.91922
H71 1.60637 0.79401 5.86878
H72 1.07536 1.93389 6.57868
O37 1.66670 0.83351 -4.19455
H73 1.02645 0.40353 -3.72135
H74 1.21743 1.09156 -4.95168
O38 2.74698 -3.30540 -2.24667
H75 2.42828 -3.79197 -2.98783
H76 3.32732 -3.67514 -1.65911
O39 0.78371 -4.75794 -1.98120
H77 -0.12921 -4.35808 -1.85058
H78 1.16690 -5.07455 -1.10992
O40 -3.75575 -2.60351 -2.44022
H79 -4.07687 -1.68334 -3.00166
H80 -2.80160 -2.38654 -2.65007

As for the charge: 0.


## ii
Computed, not measured: 40 unconnected molecules or ions with the total composition H80O40, with ωB97M-V/def2-TZVPD.

Positions of all 120 atoms, in Å:
H1 -3.80153 -2.97706 4.43167
H2 -2.81873 -1.87098 4.11546
O1 -3.54919 -2.09236 4.70656
H3 -1.67837 1.65806 -5.05847
H4 -1.67215 1.99541 -3.63574
O2 -1.69548 2.44083 -4.49316
H5 0.84059 -1.58185 2.75124
H6 0.73654 -0.30792 3.43112
O3 0.68865 -0.64786 2.51492
H7 1.83516 1.25877 -4.75168
H8 1.23610 1.11880 -6.10063
O4 2.03492 1.43184 -5.65888
H9 4.74010 -4.27747 0.18016
H10 4.05755 -5.52369 -0.14665
O5 4.21715 -4.96416 0.62525
H11 1.22583 -3.33557 1.18672
O6 2.12928 -2.99549 1.24728
H12 5.31000 1.53417 0.97640
O7 5.17500 0.86491 0.29355
H13 -3.97923 -0.09152 0.11675
H14 -4.50597 0.22725 1.59443
O8 -3.92927 -0.30733 1.04857
H15 1.43932 2.22661 -2.62218
H16 0.76819 0.86372 -2.73689
O9 0.57180 1.79699 -2.67110
H17 -6.23354 0.95107 -0.78839
H18 -6.22525 -0.51627 -0.40711
O10 -6.11617 0.36302 -0.02917
H19 0.07243 -4.60773 2.19791
H20 -1.11689 -3.99278 1.28381
O11 -0.42343 -4.66018 1.37456
H21 -3.67061 0.31140 -3.95561
O12 -4.03003 -0.30741 -3.32039
H22 1.93552 0.69329 -0.19134
H23 3.18846 0.69493 -1.12157
O13 2.29093 1.07571 -1.00803
H24 -3.16170 -1.88393 1.65967
H25 -3.22118 -3.39602 2.25752
O14 -2.76485 -2.76108 1.70809
H26 -1.87085 0.59287 1.48014
H27 -1.06405 -0.72081 1.50568
O15 -1.07827 0.16062 1.13869
H28 -5.30001 1.37603 4.33940
H29 -4.87890 -0.05792 4.42108
O16 -4.73238 0.73684 3.88836
H30 3.12670 -1.88266 4.17394
H31 2.50342 -2.66078 2.98754
O17 2.34857 -2.38831 3.91625
H32 -5.10252 2.46634 -2.64405
H33 -4.86646 2.84140 -1.23380
O18 -4.93998 2.04905 -1.78871
H34 -2.46048 -2.77876 -3.87063
O19 -2.20859 -1.97038 -4.29686
H35 -0.05412 2.59760 -0.24013
H36 1.21609 2.19079 0.47801
O20 0.38808 2.67205 0.61376
H37 1.65416 5.29515 -2.83933
O21 1.16100 4.92080 -2.10268
H38 3.10484 -1.33966 -3.14537
H39 2.30084 -1.61010 -1.96450
O22 3.24062 -1.53131 -2.20402
H40 -1.27522 0.07262 -0.58310
H41 -0.92261 0.82792 -1.81030
O23 -1.71403 0.48855 -1.37151
H42 6.35568 -1.92646 0.89758
H43 5.00430 -1.74576 1.43502
O24 5.66993 -2.44224 1.34311
H44 3.88721 3.05073 -3.13698
H45 2.55958 2.98964 -3.98847
O25 2.92651 3.12426 -3.11530
H46 4.33384 1.60172 2.79862
H47 5.13485 2.83774 2.48392
O26 5.24253 1.94946 2.84522
H48 -3.50596 -3.83037 -1.13775
H49 -3.28688 -2.31779 -1.06700
O27 -2.85565 -3.15306 -0.95537
H50 -2.62943 4.07206 -0.33630
H51 -2.88304 5.09593 0.73107
O28 -3.33205 4.40116 0.23941
H52 1.54981 2.28969 2.68352
H53 1.37539 3.63815 3.42041
O29 1.87812 2.82203 3.46765
H54 -5.31157 2.04492 2.23721
H55 -5.13005 3.22099 1.54965
O30 -5.14234 2.96888 2.48291
H56 4.81675 -0.14506 -2.43646
H57 3.78187 0.95249 -2.77240
O31 4.54037 0.74226 -2.22674
H58 1.16801 -1.48809 0.47321
O32 0.71422 -1.37540 -0.37822
H59 0.45203 -4.60308 -1.42221
H60 -0.47476 -4.11771 -2.65351
O33 0.34673 -4.48685 -2.36533
H61 -1.39189 -1.69634 -4.67675
H62 2.58881 -3.85479 1.21158
H63 1.90632 4.41687 -1.75641
H64 5.23706 1.02689 -0.65904
H65 -3.83321 0.10084 -2.47109
H66 -0.13084 -1.83552 -0.39305
O34 2.70734 0.71212 1.73803
H67 3.42666 0.39687 1.17824
H68 2.14108 0.00278 2.11031
O35 0.47373 -1.12613 -3.42970
H69 0.06159 -1.51555 -2.65575
H70 0.65611 -1.88050 -3.99773
O36 0.63289 0.44138 5.00937
H71 0.03748 0.73422 5.70312
H72 1.25397 1.17655 4.98696
O37 -0.19992 -3.62389 4.53464
H73 0.65165 -3.33414 4.93013
H74 -0.33966 -2.66967 4.36980
O38 3.93117 -0.21514 -4.73759
H75 4.45620 -0.86245 -5.21748
H76 3.34648 0.19669 -5.40654
O39 -1.59340 5.02263 -3.04779
H77 -1.39502 4.29478 -3.63748
H78 -0.84019 5.18089 -2.46448
O40 -2.98593 0.97737 6.13993
H79 -2.69719 0.05738 6.11055
H80 -3.76308 0.94956 5.57926

As for the charge: 0.


## iii
Computed, not measured: 40 unconnected molecules or ions with the total composition H80O40, with ωB97M-V/def2-TZVPD.

Positions of all 120 atoms, in Å:
H1 0.92687 -5.79578 -1.96912
H2 1.73905 -4.51914 -1.41313
O1 1.38374 -5.39355 -1.22940
H3 -6.16254 -2.15531 -1.70908
H4 -6.21278 -0.72874 -1.68964
O2 -6.52054 -1.46711 -1.14166
H5 4.69409 -3.56027 3.11824
H6 3.50750 -4.47147 2.92547
O3 4.14006 -4.18455 3.58866
H7 0.01656 -2.19439 -1.25024
H8 0.28754 -3.63775 -1.23187
O4 -0.07779 -2.95357 -1.81438
H9 0.72163 4.50505 -3.14297
H10 1.06354 3.07614 -3.97741
O5 1.15539 3.65442 -3.21056
H11 -3.17102 1.30224 -0.70405
O6 -3.27895 1.02663 0.20558
H12 -5.38626 -1.73927 0.41607
O7 -4.55586 -1.63650 0.90342
H13 0.28597 0.68313 -4.75577
H14 1.15408 -0.21500 -5.39235
O8 1.23276 0.45095 -4.68957
H15 4.07565 0.48824 0.13680
H16 4.09077 0.86014 -1.36057
O9 4.20009 0.12845 -0.74679
H17 1.10117 -4.52256 -4.65529
H18 1.78434 -3.68606 -3.47555
O10 1.78935 -4.43559 -4.03735
H19 -2.13578 -0.16941 4.08194
H20 -3.58144 0.36909 3.75788
O11 -2.65036 0.53527 3.71986
H21 0.96915 -0.81853 3.72088
O12 0.91367 -0.88387 4.68251
H22 -3.53203 -3.23463 -1.42643
H23 -2.48523 -4.02089 -2.30327
O13 -3.41076 -3.94106 -2.06153
H24 4.78099 -1.92321 2.42177
H25 5.37564 -2.57286 1.20429
O14 5.57227 -2.38398 2.12521
H26 4.84268 -4.01914 -1.73561
H27 4.28127 -4.42589 -3.25574
O15 4.89066 -4.01419 -2.68409
H28 1.01827 3.22177 3.28068
H29 0.96486 3.78641 1.88872
O16 0.47247 3.75436 2.71231
H30 2.28490 2.43498 -0.28550
H31 1.00660 2.36301 0.59288
O17 1.60398 1.84705 0.04737
H32 0.56977 5.30515 -0.39597
H33 0.82546 6.26531 -1.63352
O18 0.20272 5.68625 -1.19818
H34 -1.01014 -1.10910 1.17712
O19 -0.58218 -1.71560 1.79463
H35 3.04477 -0.39820 2.58201
H36 2.66464 0.74695 1.69281
O20 3.32313 0.49474 2.35896
H37 -0.16484 -2.67256 5.46901
O21 -1.07157 -3.03955 5.36425
H38 -2.85892 -3.69959 3.53086
H39 -3.13144 -2.29857 3.85458
O22 -3.60784 -3.12449 3.72784
H40 -0.13735 1.58471 4.29672
H41 -0.22262 3.05300 4.54958
O23 -0.23807 2.20792 5.02375
H42 1.85866 -0.05549 -0.72984
H43 0.86697 -0.08748 0.56962
O24 1.05665 -0.45586 -0.31426
H44 -1.60547 -0.55528 -3.96428
H45 -1.77919 0.62142 -2.85998
O25 -1.94226 0.31653 -3.76072
H46 3.09401 -2.69626 -2.73233
H47 2.46177 -1.55763 -1.97852
O26 2.33708 -2.49880 -2.14984
H48 -1.16850 3.85011 -2.46071
H49 -1.87751 5.01709 -2.03492
O27 -2.04750 4.25336 -2.58662
H50 1.60413 1.74960 -2.50339
H51 2.83972 0.86476 -3.03678
O28 2.22302 1.03922 -2.32424
H52 3.13030 5.69433 -1.40543
H53 3.56526 4.58154 -2.20277
O29 3.50248 4.81317 -1.26260
H54 -2.25979 4.76792 0.65561
H55 -2.38661 3.90785 1.66438
O30 -1.62328 4.26739 1.20184
H56 -0.89080 2.62920 -6.39487
H57 -0.52591 3.53825 -5.18784
O31 -0.60486 2.63105 -5.48182
H58 4.86649 2.85119 3.18971
O32 5.08589 3.55159 2.60203
H59 -3.00412 4.90813 3.92368
H60 -1.51542 5.13579 3.44662
O33 -2.21673 4.49306 3.56565
H61 -0.69139 -1.28452 2.64618
H62 -3.36563 1.81660 0.73734
H63 -0.77763 -3.90326 5.69667
H64 -4.76479 -2.04091 1.75831
H65 0.04234 -0.51678 4.87548
H66 4.53684 3.70104 1.83860
O34 -3.70300 3.62752 -0.56192
H67 -3.31586 3.38328 -1.42585
H68 -4.45133 4.21325 -0.68107
O35 -0.43273 -5.83344 1.12973
H69 0.11502 -6.41712 0.60302
H70 -1.13996 -6.43682 1.37800
O36 -1.99250 -2.18561 -0.21254
H71 -2.83168 -2.04292 0.27917
H72 -1.96383 -3.11395 -0.03256
O37 -0.63649 1.04889 1.45066
H73 -0.08274 1.75764 1.79644
H74 -1.28775 0.88821 2.14348
O38 1.91124 -1.92099 1.62641
H75 2.45555 -1.60614 0.88643
H76 1.16662 -2.15069 1.05280
O39 -0.80534 1.21805 -1.38717
H77 -1.50601 1.16480 -0.72770
H78 -0.05252 0.76876 -0.92274
O40 -4.39296 -1.40392 -3.54528
H79 -4.09113 -0.52293 -3.26366
H80 -3.75855 -1.85319 -2.96168

As for the charge: 0.


## iv
Computed, not measured: 40 unconnected molecules or ions with the total composition H80O40, with ωB97M-V/def2-TZVPD.

Positions of all 120 atoms, in Å:
H1 -3.31948 -2.58638 1.47848
H2 -2.72528 -2.76915 0.04630
O1 -2.60387 -2.29966 0.90843
H3 5.46124 1.64327 -1.71904
H4 5.52270 0.13864 -2.24446
O2 5.73424 1.06046 -2.45245
H5 -0.40978 -2.83397 -2.18189
H6 -0.95172 -4.03048 -1.75336
O3 -0.52341 -3.26709 -1.32925
H7 -5.92739 -1.97734 2.89149
H8 -6.10116 -0.51591 2.33042
O4 -5.85495 -1.43632 2.13699
H9 0.19123 3.97755 1.27447
H10 -0.86697 4.40176 0.23903
O5 -0.74119 3.95456 1.09116
H11 -3.30956 2.58341 4.31556
O6 -2.49342 2.93517 4.10514
H12 -4.97588 2.98352 2.90731
O7 -4.96888 2.17750 2.36150
H13 -0.52171 -0.20556 -2.01991
H14 -1.41224 -1.19911 -1.26941
O8 -0.61152 -0.65052 -1.16326
H15 3.87747 1.20955 -1.24504
H16 4.14424 1.16016 0.24234
O9 4.08505 1.75016 -0.49716
H17 -2.89211 2.41419 -1.14074
H18 -4.28637 2.61201 -1.86772
O10 -3.76550 2.09172 -1.23710
H19 3.71375 0.17972 -3.20390
H20 4.35870 1.20773 -3.99272
O11 3.45688 0.91269 -3.78326
H21 3.32194 4.21766 -0.28105
O12 2.47336 4.52940 0.11566
H22 1.96398 2.24335 -2.11414
H23 2.03362 0.98308 -1.67556
O13 1.49581 1.74775 -1.38828
H24 5.09979 -1.25908 -0.45943
H25 6.16598 -2.00598 -1.03399
O14 5.94616 -1.06858 -0.94681
H26 -4.29502 -3.51112 -1.42780
H27 -3.64118 -3.47220 -2.99034
O15 -3.54599 -3.59603 -2.02823
H28 -2.72790 0.76908 -2.37190
H29 -2.86415 0.31100 -3.75565
O16 -2.47035 0.02030 -2.92266
H30 0.52252 0.29763 -5.66306
H31 0.25193 -0.74021 -4.76194
O17 -0.11048 0.13766 -4.95822
H32 -0.49331 6.16026 -1.82739
H33 0.05053 5.54331 -0.48611
O18 -0.74476 5.91114 -0.87497
H34 -1.49460 -4.45824 1.04041
O19 -0.78965 -4.73641 1.64454
H35 -0.76768 -5.97133 -2.04751
H36 -2.31648 -6.21881 -2.18591
O20 -1.47057 -6.31003 -2.65211
H37 1.09529 4.60926 -1.93752
O21 1.70335 5.34376 -2.03211
H38 -5.18377 -2.29766 0.55327
H39 -5.48762 -3.78488 0.40076
O22 -5.12457 -3.04443 -0.11040
H40 -1.77484 3.73877 -4.47295
H41 -1.66789 4.37622 -3.03144
O23 -2.19717 4.31464 -3.81582
H42 1.72990 3.14855 -5.17515
H43 1.10949 2.40470 -4.16699
O24 0.89009 3.18077 -4.67662
H44 4.25366 0.54418 3.23930
H45 3.21251 -0.66410 3.65011
O25 4.03866 -0.38490 3.25237
H46 1.70441 -4.17176 2.30201
H47 0.91055 -5.18587 2.88333
O26 1.68784 -4.68517 3.16597
H48 -1.12034 1.88938 1.38473
H49 -1.27946 0.49979 0.86010
O27 -1.56115 1.03876 1.60873
H50 1.21546 -2.69213 0.56779
H51 1.07180 -4.28335 0.21884
O28 1.23631 -3.58617 0.85794
H52 0.90834 -2.07925 4.93047
H53 0.89547 -3.60901 5.08931
O29 0.54798 -2.79958 5.46576
H54 4.17306 -2.08422 1.45842
H55 3.37128 -2.30899 0.18811
O30 4.28359 -2.23650 0.50632
H56 2.66646 -2.52656 -5.26368
H57 2.73825 -1.16181 -6.04815
O31 2.42216 -1.58666 -5.24964
H58 -1.23565 0.05117 3.36932
O32 -1.12823 0.15642 4.33456
H59 0.91254 -0.93226 -1.06353
H60 1.78381 -0.83911 0.08702
O33 1.88750 -1.09193 -0.83935
H61 -1.08059 -4.19795 2.39694
H62 -2.07815 2.87125 3.24700
H63 1.56606 6.06243 -1.42140
H64 -4.37000 2.35527 1.63808
H65 2.82000 4.44896 1.04926
H66 -1.39523 1.06849 4.51645
O34 3.18944 3.76389 4.16964
H67 2.36625 3.31567 3.84853
H68 3.14961 3.00151 4.77074
O35 2.77412 -3.17470 -2.60130
H69 2.15052 -3.38545 -3.30873
H70 2.16957 -3.13607 -1.84656
O36 -0.64033 2.71116 -2.48912
H71 -0.05571 2.46360 -1.70356
H72 -0.81745 1.76192 -2.64046
O37 0.87776 -0.46222 2.33846
H73 0.24646 0.13613 2.70747
H74 0.74223 -1.42226 2.30906
O38 1.20288 0.17049 5.58619
H75 1.60543 -0.14421 6.45316
H76 0.36488 0.18302 6.06030
O39 -4.11724 -1.16317 4.61352
H77 -4.73479 -0.59608 4.11790
H78 -3.32948 -0.59686 4.65488
O40 -4.26740 -0.13525 0.06521
H79 -4.60469 0.80024 0.02278
H80 -3.32545 -0.06510 -0.01701

As for the charge: 0.


Short version: ii is the most stable of them.